DFT (wB97M-V/def2-TZVPD) results for a 14-piece molecular cluster, C72H166N6O14 overall at a distorted geometry.

Computed properties:
* strongest force on any atom: 4.07 eV/A
* HOMO-LUMO gap: 7.507 eV

Last column: Mulliken charge in e.
Cartesian coordinates (Å):
O  16.112249  -12.088876  24.864273  -0.183
H  16.046834  -11.579058  24.056788  0.023
H  15.504558  -11.661478  25.467827  0.229
O  20.462805  -11.966829  18.655324  -0.478
H  20.934589  -12.473996  19.315961  0.020
H  20.980166  -12.072598  17.856956  0.171
C  26.417528  -16.861629  31.032090  -1.589
C  24.973402  -16.640819  31.423964  1.423
C  24.891430  -15.179816  31.979607  -1.409
C  24.700245  -14.075994  30.876890  -0.952
C  23.573827  -14.518156  30.003728  -1.203
C  23.812740  -15.914287  29.266364  2.272
N  23.992992  -16.940152  30.354811  0.178
O  24.147370  -18.189894  29.800879  -0.507
C  22.348609  -16.139876  28.538905  -1.646
C  24.911927  -15.970595  28.176478  -1.937
C  24.688282  -17.553388  32.688897  -1.872
H  26.660516  -16.109368  30.281649  0.333
H  26.560842  -17.872718  30.650977  0.336
H  27.042565  -16.776045  31.920972  0.473
H  24.179792  -15.087965  32.800119  0.439
H  25.780984  -15.020403  32.589005  0.500
H  25.631413  -13.839777  30.361875  0.419
H  24.443889  -13.115980  31.324941  0.406
H  23.396374  -13.787862  29.214247  0.221
H  22.692779  -14.533216  30.645309  0.439
H  21.859377  -16.606316  29.393995  0.478
H  21.875969  -15.197019  28.263713  -0.225
H  22.329497  -16.787143  27.662100  0.382
H  24.483173  -15.534737  27.274089  0.512
H  25.825041  -15.426105  28.417016  0.337
H  25.118010  -17.008872  27.916437  0.485
H  23.690200  -17.453592  33.115486  0.445
H  25.400612  -17.415155  33.502274  0.386
H  24.653531  -18.608787  32.418674  0.381
H  23.227543  -18.425719  29.659780  0.409
C  22.863618  -8.565183  26.757260  -1.762
C  21.920779  -9.890413  26.833538  1.890
C  22.091680  -10.387617  28.306893  -1.799
C  21.147177  -11.415534  28.857212  0.590
C  19.819245  -10.778353  28.613416  -2.384
C  19.369183  -10.350199  27.278993  2.223
N  20.416920  -9.613332  26.657667  -0.241
O  20.077561  -8.968367  25.438837  0.142
C  19.114220  -11.630457  26.453210  -1.643
C  18.015521  -9.535603  27.283587  -1.752
C  22.545855  -10.949519  25.883137  -0.982
H  22.888555  -8.230763  25.720135  0.219
H  23.836080  -8.939520  27.077101  0.432
H  22.388582  -7.809374  27.382711  0.478
H  23.056580  -10.873458  28.451913  0.553
H  22.025179  -9.556597  29.009083  0.477
H  21.233181  -11.645902  29.919108  0.655
H  21.089328  -12.423825  28.447192  -0.621
H  19.768168  -10.002799  29.377615  0.374
H  19.034853  -11.428737  29.000498  0.522
H  19.000133  -11.410110  25.391829  0.331
H  20.004730  -12.254581  26.378573  0.175
H  18.296007  -12.228469  26.854479  0.576
H  17.926053  -8.606861  27.847081  0.372
H  17.688857  -9.332659  26.263677  0.216
H  17.349303  -10.336746  27.603604  0.422
H  21.790515  -11.265168  25.163459  -0.125
H  22.902326  -11.865436  26.354428  0.143
H  23.314740  -10.467706  25.279168  0.172
H  20.090681  -8.043805  25.696935  0.281
C  14.518876  -17.066109  25.704816  -1.818
C  15.868919  -17.309401  26.460963  0.977
C  16.391874  -18.691039  26.124727  -0.970
C  17.876418  -18.874256  26.581364  -1.129
C  18.809059  -17.823858  26.079454  -0.702
C  18.293816  -16.291532  26.196471  2.430
N  16.802473  -16.262717  25.977163  1.137
O  16.304197  -14.990846  26.077195  -0.684
C  18.772943  -15.652040  27.459389  -1.432
C  18.939149  -15.513672  25.023532  -2.278
C  15.667521  -17.135816  27.961575  -1.756
H  13.796431  -17.875902  25.806819  0.432
H  14.642199  -17.061004  24.621822  0.390
H  13.960021  -16.140482  25.842610  0.363
H  15.821272  -19.495906  26.588084  0.462
H  16.230004  -18.869552  25.061701  0.280
H  18.205538  -19.909109  26.487336  0.480
H  17.918414  -18.828852  27.669608  0.405
H  19.173080  -18.125001  25.097165  0.349
H  19.674527  -17.801785  26.741709  0.205
H  19.852212  -15.765422  27.561526  -0.042
H  18.478468  -14.609783  27.336591  0.001
H  18.419832  -16.143882  28.365754  0.518
H  18.536960  -15.716268  24.030903  0.162
H  18.878617  -14.437051  25.182658  -0.125
H  20.003253  -15.739791  24.955359  0.786
H  14.859412  -17.833675  28.180789  0.484
H  15.367657  -16.113999  28.194103  0.325
H  16.567069  -17.192167  28.574547  0.283
H  16.829271  -14.477270  25.459017  0.277
C  23.244036  -19.474093  22.489118  -1.762
C  24.346426  -18.798383  23.282466  1.927
C  25.546018  -19.634660  22.802445  -1.272
C  26.892700  -19.044818  23.209588  -0.860
C  26.955174  -17.549990  22.714151  -1.158
C  25.769177  -16.624166  22.982500  1.975
N  24.533004  -17.379271  22.865624  -0.320
O  23.378340  -16.653873  23.012685  0.961
C  25.893628  -15.949752  24.344913  -1.756
C  25.934741  -15.575041  21.875122  -1.915
C  24.111015  -18.994604  24.756816  -2.102
H  22.382449  -18.832767  22.674801  0.280
H  23.080807  -20.519101  22.752553  0.480
H  23.428046  -19.388295  21.418190  0.157
H  25.679950  -20.660434  23.145872  0.357
H  25.647648  -19.719310  21.720507  0.398
H  27.606975  -19.686821  22.694087  0.469
H  27.155207  -19.240800  24.249195  0.354
H  27.238338  -17.616409  21.663672  0.432
H  27.766912  -17.174555  23.337240  0.262
H  26.946692  -15.697523  24.469568  0.471
H  25.321164  -15.038251  24.516797  0.257
H  25.734374  -16.527185  25.255581  0.301
H  25.128939  -14.842993  21.821340  0.139
H  26.786562  -14.912866  22.030128  0.431
H  26.145333  -15.968466  20.880658  0.440
H  24.814598  -18.621831  25.501209  0.350
H  23.862196  -20.030067  24.989173  0.455
H  23.230241  -18.447208  25.092508  0.315
H  23.110638  -16.360619  22.138642  -0.134
C  17.373661  -9.666020  21.733735  -1.580
C  17.921120  -8.345842  21.179736  1.665
C  18.444296  -7.545991  22.406939  -1.359
C  19.336727  -6.311468  22.091240  -1.093
C  20.531029  -6.822613  21.172948  -0.809
C  19.970641  -7.517123  19.863152  1.825
N  19.051119  -8.576140  20.314061  1.026
O  18.876982  -9.559864  19.330831  -0.365
C  19.383279  -6.492231  18.854145  -1.872
C  21.199808  -8.107853  19.191765  -2.384
C  16.793155  -7.544632  20.444792  -1.642
H  16.866301  -10.204094  20.933007  0.344
H  16.678666  -9.535339  22.563204  0.603
H  18.218755  -10.275156  22.054469  -0.193
H  17.575516  -7.272111  23.005526  0.483
H  18.935567  -8.301895  23.019618  0.346
H  19.760650  -6.000192  23.045954  0.541
H  18.825071  -5.457844  21.646671  0.383
H  20.927864  -7.576805  21.852526  -0.218
H  21.259820  -6.091991  20.822011  0.689
H  20.189083  -5.838655  18.520054  0.478
H  18.731015  -6.880128  18.071724  0.251
H  18.778380  -5.800937  19.440925  0.419
H  20.959927  -8.422464  18.176096  0.524
H  21.990549  -7.360714  19.123881  0.662
H  21.552749  -8.920801  19.826302  -0.039
H  15.893521  -7.636932  21.053262  0.527
H  16.496526  -7.862706  19.445323  0.254
H  16.955440  -6.474165  20.318859  0.315
H  19.586353  -10.174028  19.533749  0.175
C  13.236498  -12.152277  22.640319  -1.887
C  12.752599  -10.901545  21.833390  1.889
C  13.927304  -10.358637  20.991463  -0.079
C  13.593940  -9.498221  19.694857  -0.517
C  12.502992  -10.256791  18.834057  -1.181
C  11.236101  -10.630263  19.634825  1.347
N  11.681178  -11.347488  20.888278  0.532
O  10.675126  -12.095533  21.426392  -0.554
C  10.413039  -9.331048  19.764866  -1.679
C  10.503771  -11.590242  18.656393  -1.882
C  12.302097  -9.780235  22.793046  -1.591
H  13.654509  -12.938813  22.012051  0.442
H  12.427968  -12.599413  23.218634  0.580
H  13.977931  -11.773676  23.343911  0.019
H  14.456722  -9.685392  21.665664  -0.457
H  14.630000  -11.091059  20.594109  0.216
H  14.498939  -9.370671  19.100888  0.236
H  13.319417  -8.473598  19.945607  0.399
H  12.857946  -11.167850  18.352310  0.036
H  12.228245  -9.623012  17.990900  0.480
H  10.861756  -8.570120  20.403417  0.317
H  10.151510  -8.904860  18.796322  0.403
H  9.420383  -9.550353  20.158110  0.411
H  11.053980  -12.466222  18.312851  0.377
H  9.614757  -12.071105  19.064451  0.409
H  10.250905  -11.013712  17.766577  0.407
H  11.881049  -9.039246  22.113516  0.296
H  13.182848  -9.274546  23.188851  0.285
H  11.538507  -9.929748  23.556369  0.417
H  10.992494  -12.984784  21.252861  0.338
C  23.961764  -8.271676  22.698432  -0.980
C  24.648152  -9.542586  22.457664  0.923
C  24.161253  -10.273307  21.175750  -0.689
O  26.021997  -9.294478  22.176237  -0.594
H  22.893810  -8.430267  22.848152  -0.084
H  24.200368  -7.445726  22.028378  0.451
H  24.319556  -7.854311  23.639653  0.489
H  24.536683  -10.227768  23.298015  -0.168
H  23.142428  -10.652961  21.252900  -0.330
H  24.688223  -11.180551  20.880284  0.431
H  24.144503  -9.579836  20.334964  0.338
H  26.358305  -8.617893  22.768469  0.350
C  22.210913  -8.643857  14.548735  -1.204
C  23.629832  -9.094591  14.966257  0.779
C  24.031092  -9.363344  16.379964  -1.350
O  24.003306  -10.233467  14.325746  -0.573
H  21.999432  -7.628755  14.884817  0.339
H  21.463437  -9.332854  14.942016  0.275
H  22.211335  -8.666080  13.458967  0.345
H  24.312783  -8.347974  14.560979  0.106
H  23.479763  -10.193021  16.822419  0.337
H  23.780205  -8.567597  17.081338  0.242
H  25.074901  -9.677042  16.393286  0.416
H  24.841434  -10.583024  14.637100  0.299
C  16.661157  -13.570752  17.710993  -1.697
C  15.480840  -12.753772  17.150360  1.521
C  15.802284  -11.408835  16.538221  -1.143
O  15.051688  -13.505404  16.052881  -0.601
H  16.585918  -14.657995  17.692535  0.496
H  16.864537  -13.402489  18.768552  0.228
H  17.581473  -13.418645  17.147107  0.394
H  14.717813  -12.647810  17.921506  -0.314
H  14.928554  -10.881917  16.154746  0.380
H  16.537008  -11.467415  15.735186  0.374
H  16.156572  -10.635817  17.220143  0.018
H  15.453713  -14.376564  16.085281  0.349
C  19.309040  -13.115034  21.829392  -0.577
C  20.651027  -12.588976  22.161316  2.157
C  21.411464  -13.458321  23.133687  -0.621
O  21.433790  -12.429670  20.978062  0.449
H  19.279440  -13.947220  21.126052  -0.099
H  18.687995  -12.273272  21.523062  -0.142
H  18.844986  -13.666814  22.646899  -0.124
H  20.532017  -11.565014  22.515501  0.050
H  22.057868  -12.793046  23.706124  0.401
H  21.777723  -14.323888  22.581669  -0.046
H  20.773072  -13.987225  23.841383  -0.506
H  22.328478  -12.211805  21.249494  -0.440
C  18.055921  -17.157954  21.046178  -0.376
C  17.423764  -18.561190  21.030424  0.270
C  17.731984  -19.411151  22.246859  -1.390
O  15.997651  -18.498078  20.998230  -0.594
H  17.353283  -16.530517  21.594555  0.353
H  18.166627  -16.822589  20.014974  0.275
H  19.052132  -17.278326  21.471825  -0.106
H  17.463650  -19.082836  20.074188  0.250
H  17.169687  -20.344775  22.263378  0.550
H  17.426799  -18.868627  23.141639  0.244
H  18.802760  -19.610009  22.291450  0.228
H  15.714570  -19.412507  20.925531  0.321
C  21.949510  -17.924105  19.226641  -1.276
C  22.007710  -16.410042  19.070260  0.259
C  20.872492  -15.739994  19.792565  0.181
O  23.196656  -15.913800  19.501476  -0.462
H  22.908898  -18.439641  19.183111  0.363
H  21.220345  -18.414201  18.581498  0.456
H  21.673144  -18.103686  20.265621  0.002
H  21.853167  -16.275609  17.999675  0.587
H  19.918650  -16.018488  19.344549  0.290
H  20.974925  -14.657080  19.722518  -0.578
H  20.978397  -15.906047  20.864624  -0.131
H  23.542902  -15.354383  18.802356  0.296

Cartesian forces, eV/Å:
0.2443 -0.2287 0.0456
0.0691 0.1125 -0.2936
-0.1791 0.0380 0.2411
-0.3779 0.2181 -0.7850
0.1581 -0.0154 0.6753
-0.0442 0.1133 -0.3596
-0.0019 -0.3551 -0.3692
-0.2361 -0.4132 2.0194
-0.0482 0.5260 -0.5357
0.6193 -0.5472 1.4671
0.7058 -0.7756 -1.3957
-1.3707 0.5997 0.0061
-0.9442 3.1240 0.4926
0.4620 -1.1148 -0.3866
1.8726 -0.4681 1.6212
-0.7858 0.5336 0.1319
-0.6704 -0.4309 -0.9098
0.5187 -0.1993 0.0314
0.0391 0.0720 -0.2880
0.1132 0.2385 -0.1550
-0.9275 -0.0747 -0.5535
0.5528 0.0042 -0.4980
0.0979 -0.4681 -0.3078
-0.1397 -0.0138 0.3295
-0.0992 0.1014 -0.1002
-0.2851 -0.4672 -0.2676
-0.8793 0.0275 -0.3351
0.1924 0.0317 0.2021
0.3011 -0.1768 0.0999
0.1422 0.2245 -0.0968
0.0273 -0.1421 0.0859
0.1618 -0.0061 0.2629
-0.1465 0.7431 -0.1312
0.1834 0.1394 -0.2378
0.6100 -0.1173 -0.2340
-0.0433 -0.5499 -0.0124
-2.3197 -1.8835 -0.4060
-0.3587 0.0510 1.0640
1.2632 -0.7113 0.3682
-1.5234 -0.4654 -1.1165
-2.0647 -0.2728 3.3796
-0.4928 -0.1049 -2.1892
3.3140 2.0216 0.3983
0.3824 -0.7110 0.1300
0.2835 -0.2484 -0.5580
0.5762 -1.4974 -0.3773
-1.0404 0.4576 -0.7308
0.1671 0.1027 0.0312
0.0154 0.5228 0.1153
0.4959 0.0843 0.1554
0.6936 0.6926 -0.4513
0.1253 0.2799 -0.1583
0.3844 0.5889 0.1461
0.7999 -0.0340 -0.7776
-0.0854 0.8714 -0.3574
-0.2746 -0.3969 -0.1241
-0.7921 0.3244 0.0058
0.2450 -0.1512 0.7131
-0.1144 -0.0097 -0.2674
0.3612 -0.2985 0.3603
0.3367 0.0424 -0.1134
-0.5888 0.5250 0.5481
-0.1132 0.0086 -0.0537
0.1686 0.2130 0.2089
0.3002 -0.2881 0.1243
-0.1189 0.2208 -0.1452
-0.1924 -0.3530 -0.7432
-0.4148 2.0538 0.1235
1.2502 -0.4496 -0.0622
-1.5439 -0.1581 1.0205
0.3044 1.2591 0.1464
-0.8553 -2.3714 -1.8499
2.2191 -2.5627 -1.6157
-0.7430 1.3201 1.0447
0.1815 -0.0740 0.4886
0.2109 0.0150 0.1021
-0.6062 0.3828 -0.0394
0.1003 -0.2525 0.6705
0.7420 -0.0532 -0.1530
0.4496 0.1182 0.8030
-0.3483 0.3099 0.3716
0.4644 0.1325 -0.2368
0.2161 0.0209 -0.9230
-0.5246 0.3438 0.3475
-0.1320 0.6111 -0.3283
0.3380 -0.2508 -0.1793
0.1242 0.4080 -0.3954
0.1418 0.1049 0.9209
-0.5380 0.3184 -0.0025
-0.3639 -0.3326 0.1397
-0.0513 0.2295 0.0637
0.1381 -0.0818 0.2277
0.1786 0.0128 0.9403
-0.5558 0.0432 -0.3144
-0.0077 -0.9570 -0.1496
-0.3051 0.2728 -0.4209
-1.2319 1.5875 -0.1760
1.6340 -0.9998 -0.8705
2.3489 0.5338 0.5797
-0.5815 0.5104 -0.6625
1.2303 -2.1790 1.7692
-0.2209 -0.4105 0.0716
0.5764 -2.1115 -1.7962
-0.8361 0.9310 1.0342
1.0440 0.5357 0.9908
-0.2509 1.1731 -0.2347
-1.0810 0.2640 1.3344
-0.7246 -0.5837 -0.0112
-0.0037 0.2072 0.1996
0.2254 -0.1222 0.0452
-1.3252 -0.2172 0.3553
-0.7531 0.3076 -0.2270
0.4910 0.4753 -0.3042
-0.3997 0.6149 0.3473
-0.1303 0.3689 0.0685
0.3958 0.5463 -0.7096
0.1165 0.5340 -0.1051
-0.1896 0.0233 -0.5272
-0.4494 -0.7177 -0.3875
-0.4789 -0.2828 -0.0395
0.3720 -0.2426 0.6080
-0.5540 -0.4123 0.0727
0.8005 -0.2243 -0.5338
0.2974 -0.1587 -0.0588
-0.4672 0.1691 -0.4049
0.1183 -0.0645 -0.4827
0.3119 -0.1867 -0.9332
-0.5469 1.4798 -0.5233
-0.4055 0.2358 -0.7280
1.0109 -1.0562 -0.5286
-2.6065 -0.0952 -0.0316
0.0834 0.5065 0.5878
1.9946 -0.2857 0.5673
-0.7963 0.2711 -0.2441
-0.2754 0.8066 1.7183
-0.1943 -0.4727 0.1052
-0.6391 -0.0428 0.6013
-0.0520 -0.1120 0.0705
0.0411 0.2732 0.0071
-0.0062 0.0121 0.1782
-0.1662 0.3066 -0.0561
0.6529 0.2561 0.0779
0.0312 0.3227 0.0009
-0.3006 -0.1705 0.0605
0.7927 -0.2189 -0.6307
-0.0257 0.2216 0.5708
0.0685 -0.2929 -0.6187
0.4925 -0.2739 -0.0809
-0.3559 0.0821 -0.1149
0.1332 -0.3614 0.0940
-0.0422 0.1130 0.0582
0.2299 -0.2948 -0.3077
-0.2535 0.0874 0.0765
0.4154 -0.6379 -0.0062
0.4331 0.0000 0.3550
0.0641 -0.5976 -0.3448
-0.4020 0.9115 -0.2816
-0.8605 -1.1631 -0.4328
-0.0553 1.4467 -1.1405
-0.9038 -1.5709 0.3104
0.8992 0.9044 0.8021
1.1573 -0.1186 -0.5926
1.4950 1.3454 -2.1710
-0.9162 -0.5752 1.0354
-1.0146 -0.5292 0.6371
-0.4878 -0.3082 0.6157
0.0032 0.8589 -1.0979
0.1712 0.1880 -0.1325
-0.0646 0.1962 0.0448
0.1276 -0.3081 0.0194
0.4409 -0.1986 -0.0634
-0.2228 -0.5605 0.5491
0.1472 -0.2621 0.0510
-0.5212 -0.0652 0.0870
0.6203 -0.0608 0.3893
-0.2158 0.1609 0.0360
0.1138 -0.0656 -0.1785
0.5618 0.0201 -0.1941
-0.0300 -0.1165 0.4984
0.7509 0.2477 0.1624
-0.3406 0.5812 0.1696
-0.1822 -0.0362 0.0318
-0.1493 0.2808 0.1480
-0.0282 -0.2014 0.5223
0.2295 -0.6634 -0.0432
-0.4090 -0.3795 0.1323
-0.7506 1.3180 1.3231
0.8091 -1.5492 -2.1563
-0.6957 0.0410 0.1792
0.4509 -0.2311 0.1357
-0.1257 0.2427 -0.2925
-0.3194 -0.4724 -0.7285
0.0141 -0.1162 0.4709
0.0513 0.0007 0.2717
-0.3024 0.5901 0.3823
0.7549 0.2783 0.2983
0.1913 0.0161 -0.0348
0.0019 0.0391 0.1583
0.9039 -0.7984 0.5079
0.6681 1.7704 0.3040
-1.2175 0.4025 1.6631
-0.5109 -3.0227 -2.6814
0.0730 -0.0843 0.0819
-0.1331 0.0396 -0.0860
-0.2253 0.0011 0.0344
-0.0327 0.8957 0.2603
-0.2413 -0.3715 -0.3714
0.6294 0.4073 -0.0283
0.1432 0.5131 0.2807
-0.0850 0.2449 0.0947
0.8971 0.5582 0.8194
1.3495 -0.7121 -0.0829
0.3666 1.4106 0.5205
-1.3419 -0.7539 -1.2160
-0.9724 -0.1778 -0.2657
0.1601 0.5270 0.0136
0.0621 0.5202 0.0041
-0.3049 -0.1048 -0.0035
-0.4015 -0.6390 -0.3306
-0.0463 -0.2999 0.0189
0.4540 -0.3380 0.5691
-0.2088 0.0414 0.0462
-1.2832 -0.6944 -0.3347
0.4484 0.1055 0.4121
-0.8178 -0.1836 0.3886
0.2254 -0.3869 -0.1962
0.4282 0.4422 -0.7675
-0.3569 -0.4932 -0.3057
-0.0376 0.7544 0.6727
-0.1236 0.0307 0.6593
0.8276 -0.7811 -0.1849
1.0585 0.3829 -0.0446
-0.3275 0.5915 0.2608
0.1101 -0.0796 -0.0362
-0.6660 -1.6123 -0.5381
-1.1807 -0.7861 -0.2985
0.8350 0.2696 -0.0566
-1.4468 1.3254 0.4621
0.4246 0.2706 0.1909
-0.1741 0.2476 0.1981
-0.1271 0.4928 0.2455
2.1064 -0.1788 -0.0958
0.1342 -0.1128 -0.2495
0.1171 0.1831 0.0260
0.0694 -0.2306 0.2347
-0.2749 0.0688 0.0093
0.0322 -0.3777 1.3792
-2.0724 -1.5676 -1.4425
0.1591 0.7839 -0.1723
2.2354 0.8854 0.4937
0.1713 0.3148 -0.6544
0.0248 0.1356 -0.0113
-0.3867 -0.2871 0.1645
0.2339 0.5843 -0.3100
-0.0047 -0.0929 0.4963
-0.0157 0.0530 -0.3496
-0.4677 -0.5102 0.1142
0.2861 0.0995 0.2624